Formula: C40H63BrF2N2O8P2S2Si
Source: OMol25
Level of theory: ωB97M-V/def2-TZVPD

Last column: Mulliken charge in e.
Cartesian coordinates (Å):
H  1.192  1.040  -0.607  0.56
F  2.439  -4.732  3.045  -0.21
H  -2.445  2.798  -7.630  0.37
H  -4.150  0.918  0.816  0.51
C  0.144  1.232  -0.426  -1.57
Br  -2.641  -0.072  -2.563  -0.08
H  -5.981  -0.155  -0.018  0.37
C  1.110  3.187  0.785  -0.91
H  5.519  -4.567  4.143  0.32
H  -4.080  2.871  -6.914  0.29
C  -0.520  0.124  0.371  0.89
O  -4.703  -1.650  3.639  -0.52
H  1.870  -3.455  5.116  -0.25
C  3.851  -0.682  0.136  -2.07
H  6.378  -3.832  1.901  0.41
H  6.151  -1.515  1.207  0.76
H  1.977  -0.627  2.516  0.41
C  -2.506  -1.125  0.968  -0.75
C  5.760  -1.824  2.164  -0.88
H  3.672  -0.138  -0.793  0.56
H  -0.316  1.228  -1.415  0.11
H  -4.834  -0.971  -1.055  0.46
C  -0.531  2.452  -5.210  -0.40
C  -3.120  3.391  -7.009  -0.70
O  -0.108  2.273  -6.553  -0.43
H  -5.734  0.466  -1.618  0.37
H  3.611  -0.945  7.052  0.38
H  -2.403  -7.346  3.494  0.28
O  -4.922  -6.152  4.099  -0.52
H  -0.165  1.592  -4.638  0.28
H  -0.064  -7.353  4.013  0.51
H  -2.043  8.996  -9.513  0.30
O  -2.527  9.539  -7.560  -0.38
C  3.241  -4.849  6.028  -0.75
H  -3.638  9.770  -9.292  0.32
H  -4.394  1.991  -0.516  0.44
H  0.046  9.127  -7.924  0.35
O  -0.780  7.218  -8.043  -0.35
C  3.090  -1.900  7.085  -1.16
H  2.813  -2.309  1.110  -0.28
H  6.518  -3.773  7.041  0.35
H  1.110  -2.630  -0.511  0.31
H  -2.483  1.589  -5.516  0.36
C  -4.131  0.966  -0.270  -0.85
S  -4.560  -6.710  1.274  -0.37
C  -2.694  0.694  -0.771  -0.41
C  5.418  -3.539  3.823  -0.28
H  -0.368  4.292  -7.017  0.11
F  2.051  -6.548  4.204  -0.40
P  -4.309  -5.497  2.755  0.58
H  4.148  -0.582  4.875  0.25
H  -0.851  2.585  0.763  0.31
C  -1.792  -1.879  1.887  -0.43
H  2.765  -2.112  8.102  0.37
C  2.566  -1.395  0.571  2.24
C  -0.443  -1.623  2.024  0.80
C  0.333  8.090  -8.114  -0.79
C  5.610  -3.507  7.575  -1.19
H  4.628  -1.410  -0.085  0.44
C  1.705  -0.467  1.474  -1.07
C  -2.534  -5.249  3.067  1.78
H  -3.561  -1.314  0.842  0.61
H  2.029  2.634  0.613  0.25
O  -2.569  3.654  -5.732  -0.34
H  1.972  0.557  1.241  0.03
H  -3.440  8.249  -6.283  0.36
H  -2.461  -3.215  5.614  0.36
H  4.997  0.115  2.721  0.61
H  1.405  -1.037  -1.269  0.21
H  -4.834  -1.844  2.701  0.39
H  4.201  0.048  0.864  0.26
H  -3.289  4.350  -7.498  0.16
C  -0.461  -4.065  3.286  1.33
C  0.225  -0.651  1.283  -0.40
C  5.124  -0.923  3.000  -0.49
H  5.336  -4.250  8.319  0.36
Si  4.186  -3.243  6.359  -0.01
H  0.746  8.019  -9.120  0.25
C  -1.826  -4.035  2.991  -1.71
H  0.956  3.283  1.862  0.34
C  -1.891  -0.134  0.213  0.03
H  2.173  -1.746  6.512  0.28
C  0.339  3.472  -7.163  -0.52
H  -5.850  -4.155  3.228  0.33
H  -2.312  2.551  -4.042  0.16
C  -2.039  2.497  -5.099  -0.25
C  4.645  -1.309  4.250  -0.29
H  1.103  7.789  -7.396  0.31
H  -1.861  6.419  -6.518  0.23
P  -3.173  -1.968  4.077  0.24
H  -3.408  7.702  -7.967  0.36
H  2.601  -2.296  -1.360  0.54
H  -4.521  -7.029  4.146  0.36
H  1.278  4.201  0.420  0.30
C  -5.220  0.004  -0.781  -1.53
C  -0.513  -6.422  3.720  -1.60
H  1.319  3.761  -6.766  0.36
H  -2.152  10.731  -9.161  0.25
N  -0.051  2.566  0.152  -0.20
C  1.847  -1.854  -0.708  -1.66
H  3.052  -5.302  7.001  0.54
H  -0.091  3.357  -4.781  0.30
C  4.798  -2.626  4.686  0.83
H  5.777  -2.544  8.053  0.29
C  5.889  -3.147  2.580  -0.97
C  -1.573  7.411  -6.880  -0.27
C  -2.825  8.201  -7.187  -0.61
N  -2.526  -2.839  2.652  0.59
H  -0.992  7.902  -6.093  0.33
H  1.074  -4.758  6.021  0.42
C  -2.595  9.758  -8.957  -0.70
C  -1.863  -6.413  3.424  -1.08
C  0.197  -5.237  3.652  -0.02
S  0.485  -2.557  3.206  0.09
H  -2.229  1.666  -0.854  0.62
H  0.438  3.283  -8.231  0.26
H  3.846  -5.529  5.436  0.41
O  -5.099  -4.122  2.613  -0.36
O  -3.325  -3.163  5.185  -0.47
C  1.676  -5.246  4.026  0.47
C  1.890  -4.519  5.347  -0.12

Computed properties:
SMILES ... CC[C@H](Br)c1cc2c(c(CC(C)C)c1CNC)Sc1c(C(F)(F)CC[Si](C)(C)c3ccccc3)ccc(P(O)(O)=S)c1N2P(O)O.COCCOC.COCCOC
Gap between HOMO and LUMO ... 8.329 eV
Charge ... 0
Highest occupied orbital energy ... -0.298 Ha
Multiplicity ... 1


Formula: C22H42BrCuOSi2Te
Source: OMol25
Level of theory: ωB97M-V/def2-TZVPD

Last column: Mulliken charge in e.
Cartesian coordinates (Å):
H  4.992  -4.486  0.356  0.36
C  2.843  0.592  0.892  2.30
H  2.583  -5.636  2.997  0.41
H  -0.701  1.845  -0.518  0.01
C  -2.915  1.145  -3.017  -0.61
H  1.779  0.863  -0.985  -0.14
H  -1.199  2.494  -5.340  0.33
H  -7.975  1.495  0.216  0.32
H  0.356  2.905  -1.429  0.32
C  -5.760  3.820  0.951  -1.03
H  4.820  -2.693  3.668  0.31
H  -3.863  1.141  0.953  0.46
C  -3.986  1.568  -0.045  -0.61
Br  -0.913  -3.243  0.247  -0.28
C  4.276  0.829  1.376  -2.34
C  4.395  -3.698  3.674  -1.61
C  3.999  -4.150  2.261  2.09
C  3.284  -1.827  1.537  -0.19
H  -5.243  3.645  -2.292  0.32
H  0.885  1.391  1.424  0.18
H  2.002  1.235  2.788  0.36
H  -0.015  -0.510  -2.511  0.09
C  1.109  -1.269  0.628  1.14
H  -6.739  4.302  0.911  0.32
H  3.524  -3.690  4.333  0.36
H  0.099  3.288  -4.449  0.30
H  -3.593  1.998  -3.064  0.06
H  -6.932  0.208  -0.386  0.32
H  -5.009  4.568  0.688  0.32
C  1.702  -3.576  1.292  -0.31
H  2.224  2.539  1.614  0.45
H  3.060  2.057  -0.693  0.50
H  5.996  -4.847  1.770  0.46
O  0.251  -0.407  0.145  -0.78
H  4.272  -1.510  1.840  0.30
H  5.699  -3.172  1.297  0.30
H  -0.310  -0.283  -4.246  0.39
H  1.026  0.550  -3.446  0.27
Te  -3.636  -0.056  -1.398  0.27
H  -1.318  3.386  -1.174  0.52
C  2.966  -3.184  1.686  -0.31
H  -5.960  2.070  -2.666  0.35
H  -3.100  0.551  -3.916  0.54
H  4.520  1.886  1.253  0.43
H  5.140  -4.376  4.095  0.46
Si  -1.102  1.693  -2.982  0.15
H  -6.814  0.727  1.298  0.31
H  -5.581  3.516  1.985  0.32
H  4.227  -6.232  2.768  0.43
H  -6.968  3.376  -2.052  0.37
H  3.480  0.407  -1.176  0.33
C  -6.969  1.076  0.275  -1.01
C  5.247  -4.162  1.367  -1.61
Si  -5.691  2.353  -0.206  0.20
Cu  -1.517  -0.849  -0.421  -0.12
C  -5.984  2.910  -1.968  -1.05
H  5.003  0.252  0.800  0.40
C  -0.932  2.933  -4.377  -1.11
H  4.394  0.581  2.433  0.43
H  1.376  -4.603  1.370  0.51
C  -0.668  2.529  -1.368  -0.70
H  3.191  -5.967  1.366  0.41
C  3.460  -5.578  2.350  -2.19
C  1.923  1.494  1.730  -1.65
H  -1.571  3.803  -4.215  0.31
C  -0.008  0.219  -3.323  -0.71
C  2.420  -0.872  1.034  -0.62
C  0.825  -2.632  0.782  0.11
C  2.781  1.005  -0.587  -1.32
H  -3.161  2.265  -0.195  0.12

Computed properties:
Gap between HOMO and LUMO ... 7.335 eV
Charge ... 0
Energy above the lowest of the compared OMol25 structures with the same formula, charge and spin ... 0.0 kJ/mol
Highest occupied orbital energy ... -0.265 Ha
Multiplicity ... 1


Formula: C23H26BrEuIN4O2
Source: OMol25
Level of theory: ωB97M-V/def2-TZVPD

Last column: Mulliken charge in e.
Cartesian coordinates (Å):
C  2.837  -2.771  -4.518  -0.63
H  5.109  -1.459  1.569  0.19
H  0.843  2.908  1.668  -0.03
C  3.626  1.101  0.494  -0.47
C  2.122  -2.645  -5.699  -0.53
H  -1.736  3.505  -3.465  0.44
C  0.038  3.644  1.553  -0.74
C  -1.017  4.787  -0.423  -0.73
H  -1.888  5.656  -2.182  0.43
N  2.575  0.266  0.832  0.05
Eu  0.206  0.448  0.620  0.70
C  -1.403  3.575  -2.440  -0.81
H  2.769  -2.637  -2.378  0.35
C  2.358  -2.036  1.784  -0.57
H  -0.045  1.230  3.795  0.31
C  -4.296  -3.572  2.540  -0.36
C  2.217  -2.527  -3.303  -0.35
Br  -1.646  -1.469  -4.470  -0.17
C  -1.068  3.375  2.593  -0.69
C  -1.985  -2.908  2.460  -0.29
H  -5.074  -4.221  2.914  0.38
H  -1.924  1.579  1.710  0.34
H  2.599  -2.842  -6.650  0.37
O  -1.344  -1.059  1.148  0.18
C  3.117  -0.849  1.295  0.21
C  -0.486  3.633  0.137  0.84
C  0.790  -2.266  -5.669  -0.40
I  -0.065  -1.848  -1.374  0.19
C  0.882  -2.155  -3.272  0.29
H  -1.049  5.697  0.162  0.46
H  -0.712  3.690  3.577  0.36
H  0.227  -2.163  -6.587  0.39
O  -0.363  1.046  2.908  -0.44
H  2.584  -2.919  1.185  0.34
H  -0.819  1.518  -2.338  0.36
C  -1.480  4.763  -1.727  -0.40
C  -2.958  -3.742  2.938  -0.71
C  -3.604  -1.721  1.166  -0.45
H  2.610  -2.256  2.822  0.38
H  -2.678  -4.530  3.621  0.39
H  -2.240  1.777  3.436  0.44
H  3.878  -3.064  -4.541  0.38
H  -0.944  -2.995  2.731  0.40
H  0.468  4.624  1.755  0.49
C  4.802  0.478  0.757  -0.59
C  -1.487  1.910  2.660  -0.49
N  -0.431  2.476  -0.545  -0.02
H  -3.772  -0.924  0.457  0.42
H  1.285  -1.843  1.719  -0.20
N  4.461  -0.753  1.265  -0.06
C  -4.595  -2.541  1.630  -0.58
H  -5.604  -2.381  1.279  0.39
C  -0.881  2.464  -1.809  -0.06
H  5.821  0.798  0.635  0.41
H  -1.950  3.974  2.358  0.40
H  3.462  2.081  0.079  0.45
C  0.166  -2.015  -4.455  0.13
N  -2.307  -1.889  1.593  -0.10

Computed properties:
Gap between HOMO and LUMO (alpha / beta) ... 3.853 / 5.263 eV
Charge ... +1
Energy above the lowest of the compared OMol25 structures with the same formula, charge and spin ... 33.9 kJ/mol
Highest occupied orbital energy (alpha / beta) ... -0.230 / -0.282 Ha
Multiplicity ... 7
Expectation value of S² ... 12.080


Formula: C3H5N2
Source: OMol25
Level of theory: ωB97M-V/def2-TZVPD

Last column: Mulliken charge in e.
Cartesian coordinates (Å):
C  -0.040  1.095  0.111  -0.28
C  -1.071  -1.135  0.145  -0.37
H  -1.809  -1.955  -0.349  0.29
H  -1.079  0.509  -1.421  0.32
H  -0.490  -1.320  1.068  0.28
H  -0.090  1.251  1.181  0.31
C  -0.795  0.090  -0.470  0.11
N  2.046  0.016  0.109  0.27
H  0.328  1.944  -0.414  0.31
N  2.999  -0.495  0.040  -0.25

Computed properties:
Gap between HOMO and LUMO ... 9.333 eV
Charge ... +1
Energy above the lowest of the compared OMol25 structures with the same formula, charge and spin ... 341.7 kJ/mol
Highest occupied orbital energy ... -0.617 Ha
Multiplicity ... 1